The following is a quantum chemistry calculation of a structure of composition C4H5ClN3O2, from the OMol25 dataset.

Computed properties:
gap between HOMO and LUMO: 8.58 eV
DFT total energy: -25303.7146 eV
multiplicity: 1
LUMO energy: -0.225 Eh
net charge: +1

Each line ends with the Löwdin charge.
Cartesian coordinates (Å):
C  1.704  0.838  -0.149  -0.0463
C  -0.120  -0.441  -0.044  -0.1945
C  -0.409  0.866  -1.077  -0.5486
C  -0.278  -2.053  0.121  0.0153
N  1.226  -0.274  0.272  0.0958
N  0.753  1.549  -0.965  0.1117
N  -1.011  0.416  1.315  -0.3258
O  -1.949  -0.168  1.581  0.2115
O  -0.454  1.362  1.699  0.1717
Cl  -1.793  1.384  -1.822  0.9091
H  2.638  1.439  -0.112  0.1662
H  -1.367  -2.270  0.094  0.0830
H  0.043  -2.495  1.066  0.0946
H  0.259  -2.634  -0.630  0.0886
H  0.758  2.480  -1.349  0.1678



The following is a quantum chemistry calculation of an isolated molecule of C4H5ClO, from the OMol25 dataset.

Computed properties:
gap between HOMO and LUMO: 9.54 eV
structure (SMILES): C=C1O[C@]1(C)Cl
DFT total energy: -18795.3773 eV
multiplicity: 1
LUMO energy: 0.032 Eh
net charge: 0

Each line ends with the Löwdin charge.
Cartesian coordinates (Å):
C  0.208  0.862  -0.197  -0.2773
C  1.304  1.767  0.436  0.1043
C  -0.800  -0.153  -0.128  -0.8007
C  -0.412  -1.621  -0.131  -0.0095
O  -0.385  0.507  -1.340  0.0393
Cl  -2.321  0.505  0.435  0.7212
H  1.903  2.311  -0.201  -0.0146
H  1.591  1.710  1.471  0.0208
H  -0.470  -1.951  0.826  0.0503
H  0.548  -1.786  -0.496  0.0786
H  -1.167  -2.152  -0.673  0.0876



The following is a quantum chemistry calculation of an isolated molecule of C4H5ClO2, from the OMol25 dataset.

Computed properties:
gap between HOMO and LUMO: 10.63 eV
structure (SMILES): O=C(O)[C@H]1C[C@H]1Cl
DFT total energy: -20844.2637 eV
multiplicity: 1
LUMO energy: 0.018 Eh
net charge: 0

Each line ends with the Löwdin charge.
Cartesian coordinates (Å):
C  0.875  1.216  -0.168  -0.5850
C  -0.140  0.254  -0.748  -0.1502
C  0.064  -1.245  -0.328  -0.0789
C  -0.958  -0.477  0.195  -0.6642
H  0.534  0.577  1.701  0.0569
H  -0.705  0.629  -1.721  0.1911
H  1.147  -1.379  0.137  0.1826
H  -0.404  -1.989  -0.976  0.1182
H  -1.903  -0.611  -0.342  0.1219
O  1.273  0.905  1.000  0.0399
O  1.498  2.133  -0.685  0.0908
Cl  -1.280  -0.013  1.934  0.6770



The following is a quantum chemistry calculation of a cluster of 2 separate species, C4H5ClOS in total, from the OMol25 dataset.

Computed properties:
gap between HOMO and LUMO (alpha / beta): 7.58 / 7.58 eV
DFT total energy: -29630.0698 eV
multiplicity: 1
LUMO energy (alpha / beta): -0.030 / -0.030 Eh
net charge: 0

Each line ends with the Löwdin charge.
Cartesian coordinates (Å):
C  -0.910  -0.253  0.895  0.0231
C  -0.630  -0.528  -0.357  -0.6887
C  -1.195  -3.136  -0.812  -1.1723
C  0.723  -0.225  -0.960  -0.0477
O  -1.438  -1.209  -1.092  -0.1332
S  -1.776  -4.072  -1.915  0.7872
Cl  -0.421  -3.264  0.603  0.8176
H  -1.898  -0.484  1.243  0.0738
H  -0.081  0.165  1.410  0.0629
H  0.654  -0.571  -2.033  0.0867
H  0.758  0.992  -1.185  0.1419
H  1.471  -0.678  -0.365  0.0489



The following is a quantum chemistry calculation of an isolated molecule of C4H5ClS2, from the OMol25 dataset.

Computed properties:
gap between HOMO and LUMO: 8.10 eV
structure (SMILES): CSC(=S)/C=C/Cl
DFT total energy: -38420.8831 eV
multiplicity: 1
LUMO energy: -0.026 Eh
net charge: 0

Each line ends with the Löwdin charge.
Cartesian coordinates (Å):
C  -2.638  -0.182  0.189  -0.3862
C  0.185  0.191  -0.067  -1.1375
C  1.524  -0.463  -0.075  -0.2980
C  2.599  0.251  -0.109  -0.6146
H  -3.431  -0.996  0.095  0.0572
H  -2.838  0.567  -0.587  0.0248
H  -2.623  0.211  1.211  0.0414
H  1.590  -1.505  -0.137  0.0765
H  2.470  1.325  -0.134  0.0309
S  -1.048  -0.993  -0.235  0.8606
S  -0.036  1.795  -0.139  0.6935
Cl  4.246  -0.201  -0.012  0.6514



The following is a quantum chemistry calculation of a structure of composition C4H5CuLiO2, from the OMol25 dataset.

Computed properties:
gap between HOMO and LUMO (alpha / beta): 6.21 / 4.67 eV
DFT total energy: -53157.7997 eV
multiplicity: 3
LUMO energy (alpha / beta): -0.165 / -0.279 Eh
net charge: +1
<S²>: 2.012

Each line ends with the Löwdin charge.
Cartesian coordinates (Å):
H  -0.495  -1.874  -0.168  0.2037
C  0.127  -0.971  -0.492  -0.4822
C  0.670  -0.288  0.765  -0.1114
C  -0.366  0.779  1.108  -0.1889
C  -0.951  1.116  -0.249  -0.2301
O  -0.880  -0.047  -1.036  -0.1001
O  1.031  -1.222  -1.436  -0.2012
Li  1.344  -1.240  -3.129  0.8346
Cu  -1.885  2.575  -0.869  0.7693
H  1.645  0.168  0.533  0.1316
H  0.832  -1.021  1.568  0.1321
H  0.064  1.655  1.615  0.1169
H  -1.135  0.369  1.790  0.1257



The following is a quantum chemistry calculation of a structure of composition C4H5EuLiO6, from the OMol25 dataset.

Computed properties:
gap between HOMO and LUMO (alpha / beta): 4.59 / 4.70 eV
DFT total energy: -36047.7033 eV
multiplicity: 8
LUMO energy (alpha / beta): -0.049 / -0.047 Eh
net charge: 0
<S²>: 15.762

Each line ends with the Löwdin charge.
Cartesian coordinates (Å):
O  -0.748  2.386  2.359  -0.1124
C  0.554  2.871  2.032  -0.2304
C  1.502  1.683  1.881  -0.1858
O  0.893  0.561  1.280  -0.1021
C  0.603  0.570  -0.132  -0.7963
O  0.143  1.686  -0.555  -0.1096
O  1.401  -0.222  -0.781  -0.2573
H  -1.256  3.068  2.803  0.0986
H  0.935  3.511  2.841  0.1229
H  0.506  3.452  1.104  0.1123
H  1.811  1.334  2.875  0.1272
H  2.389  1.999  1.310  0.1374
O  -1.262  -1.283  -1.483  -0.3245
C  -1.238  -0.520  -0.444  -0.6164
O  -2.332  -0.178  0.081  -0.1545
Li  -1.412  1.456  0.729  0.7016
Eu  0.579  -2.477  -1.278  1.5895



The following is a quantum chemistry calculation of an isolated molecule of C4H5F2N, from the OMol25 dataset.

Computed properties:
gap between HOMO and LUMO: 10.71 eV
structure (SMILES): [H]/N=C\CC=C(F)F
DFT total energy: -11150.3008 eV
multiplicity: 1
LUMO energy: 0.029 Eh
net charge: 0

Each line ends with the Löwdin charge.
Cartesian coordinates (Å):
C  1.288  -0.910  -0.186  -0.3180
C  0.568  -0.230  0.884  -0.1302
C  -0.328  0.676  0.063  -0.0409
C  -1.661  0.805  0.001  -0.3771
N  1.061  -1.004  -1.367  0.1408
F  -2.639  0.506  0.929  0.0603
F  -2.382  1.589  -0.658  0.1777
H  1.998  -1.645  0.188  0.1098
H  0.244  -0.850  1.716  0.1341
H  1.392  0.488  1.107  0.1342
H  -0.005  0.946  -1.045  0.1614
H  0.464  -0.373  -1.632  -0.0521



The following is a quantum chemistry calculation of a cluster of 2 separate species, C4H5F2N in total, from the OMol25 dataset.

Computed properties:
gap between HOMO and LUMO (alpha / beta): 6.30 / 9.35 eV
DFT total energy: -11148.5774 eV
multiplicity: 1
LUMO energy (alpha / beta): -0.128 / -0.074 Eh
net charge: 0

Each line ends with the Löwdin charge.
Cartesian coordinates (Å):
C  -2.081  -1.604  0.216  -0.1685
C  1.285  -0.704  -0.157  -0.0549
C  0.186  0.196  0.565  0.0836
C  -0.132  1.489  -0.125  -0.4462
N  -2.869  -2.208  -0.382  -0.0681
F  -0.644  2.413  0.689  0.0869
F  -0.996  1.403  -1.176  0.0754
H  2.202  -0.480  0.407  0.0824
H  1.386  -0.402  -1.143  0.0435
H  1.111  -1.869  0.042  0.1337
H  -0.247  -0.081  1.535  0.0902
H  0.798  1.846  -0.472  0.1420



The following is a quantum chemistry calculation of a cluster of 2 separate species, C4H5F3NO in total, from the OMol25 dataset.

Computed properties:
gap between HOMO and LUMO (alpha / beta): 7.98 / 8.48 eV
DFT total energy: -15905.5420 eV
multiplicity: 1
LUMO energy (alpha / beta): -0.273 / -0.235 Eh
net charge: +1

Each line ends with the Löwdin charge.
Cartesian coordinates (Å):
C  -1.018  -2.732  -0.659  0.4031
C  1.916  1.036  0.675  -0.1629
C  -0.549  -0.313  -0.676  0.0503
C  -1.576  0.672  -0.075  -0.5793
N  -0.707  -1.584  -0.712  0.1529
O  1.058  0.003  0.951  -0.0525
F  -1.832  0.280  1.201  0.1489
F  -1.038  1.889  0.064  0.1790
F  -2.682  0.581  -0.800  0.2029
H  -0.744  -3.658  -0.410  0.0954
H  2.805  0.746  1.207  0.1120
H  1.719  2.049  1.017  0.1000
H  2.438  0.879  -0.337  0.1357
H  0.211  0.152  -1.447  0.2145



The following is a quantum chemistry calculation of an isolated molecule of C4H5F3O, from the OMol25 dataset.

Computed properties:
gap between HOMO and LUMO: 8.94 eV
DFT total energy: -14426.2483 eV
multiplicity: 1
LUMO energy: 0.025 Eh
net charge: 0

Each line ends with the Löwdin charge.
Cartesian coordinates (Å):
C  -1.442  0.207  0.346  0.0330
C  -0.704  -1.102  0.109  -0.1500
C  0.732  0.859  -0.044  -0.2867
C  0.766  -0.699  -0.028  -0.4752
O  0.932  1.473  -1.213  0.1197
F  1.324  1.447  1.014  0.0972
F  1.535  -1.121  1.007  0.0974
F  1.386  -1.192  -1.136  0.0925
H  -2.028  0.618  -0.455  0.0509
H  -1.712  0.474  1.351  0.0507
H  -0.828  -1.795  0.942  0.1173
H  -1.032  -1.593  -0.805  0.1181
H  1.072  2.422  -1.088  0.1351



The following is a quantum chemistry calculation of a cluster of 2 separate species, C4H5F5S in total, from the OMol25 dataset.

Computed properties:
gap between HOMO and LUMO (alpha / beta): 8.53 / 7.69 eV
DFT total energy: -28648.5310 eV
multiplicity: 1
LUMO energy (alpha / beta): -0.015 / -0.022 Eh
net charge: 0

Each line ends with the Löwdin charge.
Cartesian coordinates (Å):
C  -0.262  1.476  1.250  -0.1558
C  -0.995  0.293  0.831  -0.5504
C  -0.209  -0.573  -1.368  -0.2088
C  1.272  -1.089  -1.374  -0.5254
F  -0.360  0.643  -1.956  0.0543
F  -0.953  -1.444  -2.154  0.0445
F  1.487  -2.346  -1.701  0.1816
F  1.748  -0.873  -0.115  0.1058
F  1.975  -0.309  -2.275  0.1069
S  -1.362  -1.000  1.964  0.7917
H  0.763  1.190  1.439  0.0810
H  -0.629  2.096  2.026  0.0791
H  -0.137  2.105  0.389  0.0782
H  -1.842  0.304  0.190  0.0292
H  -0.493  -0.474  2.853  -0.1118



The following is a quantum chemistry calculation of a cluster of 2 separate species, C4H5F6OP in total, from the OMol25 dataset.

Computed properties:
gap between HOMO and LUMO: 9.28 eV
DFT total energy: -31869.1625 eV
multiplicity: 1
LUMO energy: -0.022 Eh
net charge: 0

Each line ends with the Löwdin charge.
Cartesian coordinates (Å):
C  -1.039  -0.413  0.030  -0.1541
C  -0.417  0.332  -1.036  -0.3283
C  1.536  2.107  -2.194  -0.6365
C  3.724  2.151  3.422  -0.5487
O  2.116  0.671  0.124  -0.3248
F  2.607  1.861  -2.907  0.1404
F  0.515  2.531  -3.022  0.0785
F  1.772  3.219  -1.410  0.0704
F  4.883  1.580  3.515  0.1626
F  3.921  3.429  3.069  0.0987
F  3.013  2.135  4.532  0.1362
P  1.145  0.710  -0.983  0.8876
H  -0.357  -0.548  0.887  0.0825
H  -1.781  0.247  0.418  0.0802
H  -1.359  -1.410  -0.237  0.0825
H  -0.960  0.770  -1.758  0.0325
H  3.157  1.753  2.613  0.1403



The following is a quantum chemistry calculation of an isolated molecule of C4H5FN2, from the OMol25 dataset.

Computed properties:
gap between HOMO and LUMO: 9.81 eV
structure (SMILES): F[C@@H]1C=NN=CC1
DFT total energy: -9924.5643 eV
multiplicity: 1
LUMO energy: 0.000 Eh
net charge: 0

Each line ends with the Löwdin charge.
Cartesian coordinates (Å):
C  -0.183  0.613  0.777  -0.3253
C  0.908  -0.432  0.748  -0.1158
C  1.389  -0.482  -0.672  -0.1441
C  -1.072  0.322  -0.401  -0.0974
H  0.130  1.672  0.683  0.1648
H  1.739  -0.223  1.437  0.1175
H  0.493  -1.429  1.092  0.1546
H  2.425  -0.732  -0.934  0.1117
H  -2.091  0.682  -0.300  0.1164
N  0.601  -0.535  -1.687  0.0065
N  -0.739  -0.186  -1.528  0.0280
F  -0.887  0.551  1.979  -0.0169



The following is a quantum chemistry calculation of an isolated molecule of C4H5FO, from the OMol25 dataset.

Computed properties:
gap between HOMO and LUMO: 9.94 eV
structure (SMILES): O=C/C=C\CF
DFT total energy: -8991.9132 eV
multiplicity: 1
LUMO energy: -0.006 Eh
net charge: 0

Each line ends with the Löwdin charge.
Cartesian coordinates (Å):
C  -1.138  0.774  -0.294  -0.1767
C  -0.440  -0.379  -0.723  -0.0925
C  0.735  -0.803  -0.100  -0.0460
C  1.439  -0.157  1.072  -0.2711
H  -0.575  1.782  -0.188  0.1591
H  -1.727  0.347  0.616  0.1663
H  -0.897  -1.096  -1.494  0.1498
H  1.186  -1.767  -0.382  0.0904
H  2.315  -0.638  1.446  0.0977
O  1.162  0.936  1.457  0.0492
F  -2.059  1.001  -1.410  -0.1263



The following is a quantum chemistry calculation of a cluster of 2 separate species, C4H5FO in total, from the OMol25 dataset.

Computed properties:
gap between HOMO and LUMO: 10.11 eV
DFT total energy: -8990.7284 eV
multiplicity: 1
LUMO energy: 0.023 Eh
net charge: 0

Each line ends with the Löwdin charge.
Cartesian coordinates (Å):
C  1.067  -1.006  -1.780  0.0189
C  0.156  -0.688  -0.814  -0.1463
C  0.254  0.791  0.641  -0.2649
C  -0.939  0.717  1.445  -0.0318
O  1.203  1.507  0.557  0.1167
F  -0.973  -1.521  -0.752  -0.0687
H  0.904  -1.836  -2.360  0.0131
H  2.007  -0.512  -2.074  0.0625
H  -1.788  0.082  1.144  0.1032
H  -1.233  1.771  1.522  0.1074
H  -0.659  0.695  2.472  0.0899



The following is a quantum chemistry calculation of an isolated molecule of C4H5FO2, from the OMol25 dataset.

Computed properties:
gap between HOMO and LUMO: 9.62 eV
structure (SMILES): CC(=O)/C(F)=C/O
DFT total energy: -11039.2165 eV
multiplicity: 1
LUMO energy: 0.024 Eh
net charge: 0

Each line ends with the Löwdin charge.
Cartesian coordinates (Å):
C  0.721  0.580  1.896  -0.1502
C  0.347  -0.133  0.810  -0.1253
C  -0.084  0.460  -0.733  -0.3745
C  -0.420  -0.674  -1.653  -0.0172
O  0.016  1.626  -0.886  0.1039
O  1.076  0.007  3.046  0.0591
F  0.000  -1.445  1.107  -0.0048
H  0.767  1.724  1.964  0.1559
H  0.335  -0.607  -2.506  0.1213
H  -1.474  -0.450  -2.078  0.1210
H  -0.665  -1.597  -1.222  0.0464
H  0.994  0.591  3.742  0.0646



The following is a quantum chemistry calculation of an isolated molecule of C4H5FO2, from the OMol25 dataset.

Computed properties:
gap between HOMO and LUMO: 9.49 eV
structure (SMILES): O=C1[C@@H](O)C[C@@H]1F
DFT total energy: -11037.1407 eV
multiplicity: 1
LUMO energy: -0.004 Eh
net charge: 0

Each line ends with the Löwdin charge.
Cartesian coordinates (Å):
C  0.686  -0.219  -0.572  -0.2960
C  -0.476  -0.746  0.594  -0.0305
C  -1.293  0.448  0.275  -0.3939
C  -0.036  1.119  -0.220  -0.2709
H  2.649  -0.644  -0.962  0.2548
H  0.878  -0.643  -1.676  0.1787
H  0.117  -0.696  1.618  0.1546
H  -1.249  -1.752  0.550  0.1811
H  -1.683  1.090  1.123  0.1739
O  1.941  -0.281  -0.060  -0.0993
O  0.581  2.176  0.051  0.0886
F  -2.116  0.149  -0.720  0.0589



The following is a quantum chemistry calculation of a cluster of 2 separate species, C4H5FO2 in total, from the OMol25 dataset.

Computed properties:
gap between HOMO and LUMO (alpha / beta): 9.63 / 6.52 eV
DFT total energy: -11035.3702 eV
multiplicity: 1
LUMO energy (alpha / beta): 0.003 / -0.051 Eh
net charge: 0

Each line ends with the Löwdin charge.
Cartesian coordinates (Å):
C  -1.728  1.837  0.991  -0.2154
C  -1.435  0.549  0.790  0.0350
C  1.655  -2.217  0.123  -0.2359
C  2.353  -1.441  -0.922  -0.1010
O  0.806  -1.854  0.826  0.0823
O  -2.634  2.641  0.311  -0.0011
F  -2.273  -0.119  -0.055  -0.0126
H  -1.084  2.266  1.629  0.0592
H  1.653  -1.061  -1.728  0.1006
H  3.183  -2.082  -1.419  0.0945
H  2.902  -0.576  -0.580  0.0657
H  -3.399  2.058  0.033  0.1287